Entry 1:
An isolated ion of composition C8H8NS2 and charge +1 at a distorted geometry, computed with wB97M-V/def2-TZVPD.

E_LUMO (spin up / spin down): -6.99 / -6.44 eV
relative energy (zero: lowest compared OMol25 entry of this formula, charge and spin): 416.2 kJ/mol
2S+1: 1
calculated total energy: -1160.3337 a.u.
Kohn-Sham gap (spin up / spin down): 5.759 / 6.762 eV
total charge: +1

Bonds (Å) are listed after each position.
Cartesian coordinates (Å):
1 C -1.31 0.49 -1.33  C2 1.360, N9 1.331, H12 1.106
2 C -2.62 0.55 -1.67  C1 1.360, S10 1.788, H13 1.059
3 C 0.26 -0.25 0.28  C4 1.434, C7 1.438, N9 1.423
4 C 0.82 -1.54 0.55  C3 1.434, C8 1.499, S11 1.694
5 C -2.18 -0.44 0.53  N9 1.335, S10 1.736
6 C 0.34 2.27 0.41  C7 1.390, H14 1.059, H15 1.049
7 C 0.93 1.02 0.42  C3 1.438, C6 1.390, H16 1.158
8 C 2.27 -1.76 0.84  C4 1.499, H17 1.076, H18 1.056, H19 1.053
9 N -1.09 -0.10 -0.16  C1 1.331, C3 1.423, C5 1.335
10 S -3.62 -0.26 -0.42  C2 1.788, C5 1.736
11 S -0.26 -2.84 0.62  C4 1.694
12 H -0.47 0.78 -2.00  C1 1.106
13 H -3.09 1.12 -2.43  C2 1.059
14 H 0.84 3.20 0.49  C6 1.059
15 H -0.68 2.52 0.28  C6 1.049
16 H 2.00 0.79 0.81  C7 1.158
17 H 2.43 -2.80 1.06  C8 1.076
18 H 2.85 -1.51 0.00  C8 1.056
19 H 2.57 -1.22 1.70  C8 1.053


Entry 2:
The molecule C22H25N3O3S at a distorted geometry, computed with wB97M-V/def2-TZVPD.

E_LUMO: 0.16 eV
relative energy (zero: lowest compared OMol25 entry of this formula, charge and spin): 347.2 kJ/mol
2S+1: 1
calculated total energy: -1641.4598 a.u.
Kohn-Sham gap: 8.272 eV

Bonds (Å) are listed after each position.
Cartesian coordinates (Å):
1 C -3.71 -3.99 -0.37  H2 1.088, H3 1.087, H4 1.087, C5 1.532
2 H -4.65 -3.56 -0.72  C1 1.088
3 H -3.84 -5.06 -0.24  C1 1.087
4 H -2.95 -3.82 -1.12  C1 1.087
5 C -3.30 -3.35 0.96  C1 1.532, C6 1.496, H53 1.092, H54 1.090
6 C -3.14 -1.87 0.78  C5 1.496, C7 1.391, C11 1.395
7 C -2.05 -1.32 0.11  C6 1.391, C8 1.379, S25 1.800
8 C -1.96 0.04 -0.13  C7 1.379, C9 1.394, H24 1.077
9 C -2.96 0.90 0.32  C8 1.394, C10 1.397, C14 1.449
10 C -4.04 0.37 1.02  C9 1.397, C11 1.379, H13 1.079
11 C -4.13 -0.99 1.23  C6 1.395, C10 1.379, H12 1.080
12 H -4.98 -1.40 1.76  C11 1.080
13 H -4.82 1.03 1.38  C10 1.079
14 C -2.87 2.33 0.08  C9 1.449, C15 1.373, O18 1.348
15 C -1.95 3.10 -0.58  C14 1.373, C16 1.417, H23 1.069
16 C -2.45 4.42 -0.46  C15 1.417, N17 1.308, C19 1.483
17 N -3.58 4.41 0.21  C16 1.308, O18 1.351
18 O -3.85 3.13 0.55  C14 1.348, N17 1.351
19 C -1.86 5.68 -0.98  C16 1.483, H20 1.089, H21 1.089, H22 1.086
20 H -0.86 5.82 -0.58  C19 1.089
21 H -1.79 5.63 -2.07  C19 1.089
22 H -2.48 6.52 -0.70  C19 1.086
23 H -1.05 2.79 -1.07  C15 1.069
24 H -1.11 0.41 -0.67  C8 1.077
25 S -0.71 -2.31 -0.55  C7 1.800, O26 1.434, O27 1.438, N28 1.691
26 O -0.98 -2.57 -1.94  S25 1.434
27 O -0.42 -3.43 0.29  S25 1.438
28 N 0.57 -1.21 -0.49  S25 1.691, C29 1.450, C45 1.448
29 C 1.65 -1.54 -1.40  N28 1.450, C30 1.529, H51 1.090, H52 1.099
30 C 2.69 -0.42 -1.40  C29 1.529, N31 1.445, H49 1.090, H50 1.102
31 N 3.18 -0.24 -0.06  C30 1.445, C32 1.392, C43 1.446
32 C 4.46 0.26 0.17  N31 1.392, C33 1.397, C37 1.399
33 C 5.22 0.85 -0.84  C32 1.397, C34 1.383, H42 1.079
34 C 6.51 1.28 -0.60  C33 1.383, C35 1.383, H41 1.081
35 C 7.07 1.14 0.66  C34 1.383, C36 1.385, H40 1.079
36 C 6.33 0.56 1.67  C35 1.385, C37 1.380, H39 1.080
37 C 5.04 0.12 1.43  C32 1.399, C36 1.380, H38 1.080
38 H 4.49 -0.35 2.23  C37 1.080
39 H 6.75 0.44 2.66  C36 1.080
40 H 8.08 1.48 0.85  C35 1.079
41 H 7.08 1.73 -1.40  C34 1.081
42 H 4.80 0.99 -1.83  C33 1.079
43 C 2.11 0.08 0.86  N31 1.446, H44 1.088, C45 1.527, H48 1.104
44 H 2.51 0.22 1.87  C43 1.088
45 C 1.08 -1.05 0.86  N28 1.448, C43 1.527, H46 1.092, H47 1.099
46 H 0.23 -0.80 1.51  C45 1.092
47 H 1.53 -1.98 1.22  C45 1.099
48 H 1.61 1.01 0.55  C43 1.104
49 H 3.51 -0.71 -2.06  C30 1.090
50 H 2.22 0.50 -1.79  C30 1.102
51 H 1.20 -1.67 -2.39  C29 1.090
52 H 2.13 -2.48 -1.10  C29 1.099
53 H -4.05 -3.55 1.72  C5 1.092
54 H -2.35 -3.78 1.27  C5 1.090


Entry 3:
A 8-piece molecular cluster, C38H38IN7O3 overall at a distorted geometry, computed with wB97M-V/def2-TZVPD.

E_LUMO: -0.05 eV
2S+1: 1
calculated total energy: -2377.3697 a.u.
Kohn-Sham gap: 9.294 eV

Bonds (Å) are listed after each position.
Cartesian coordinates (Å):
1 O -0.93 -0.88 -0.96  C2 1.348
2 C -0.48 -1.53 -2.06  O1 1.348, O3 1.492, O7 1.497
3 O 0.43 -2.70 -2.17  C2 1.492, C4 1.501
4 C 1.47 -2.15 -3.09  O3 1.501, C5 1.644, H8 1.177, H9 1.181
5 C 0.44 -1.54 -4.22  C4 1.644, I6 2.188, O7 1.491, H10 1.170
6 I -0.21 -3.34 -5.28  C5 2.188
7 O -0.79 -1.14 -3.47  C2 1.497, C5 1.491
8 H 2.27 -1.45 -2.60  C4 1.177
9 H 2.00 -3.03 -3.69  C4 1.181
10 H 0.82 -0.60 -4.80  C5 1.170
11 N 5.24 -4.60 -0.96  C12 1.351, C16 1.351
12 C 4.27 -3.67 -1.08  N11 1.351, C13 1.386, H17 1.086
13 C 3.47 -3.25 -0.03  C12 1.386, C14 1.391, H18 1.084
14 C 3.68 -3.82 1.23  C13 1.391, C15 1.391, H19 1.086
15 C 4.67 -4.78 1.38  C14 1.391, C16 1.386, H20 1.084
16 C 5.42 -5.13 0.27  N11 1.351, C15 1.386, H21 1.086
17 H 4.14 -3.26 -2.08  C12 1.086
18 H 2.71 -2.49 -0.18  C13 1.084
19 H 3.07 -3.51 2.07  C14 1.086
20 H 4.85 -5.24 2.34  C15 1.084
21 H 6.21 -5.88 0.34  C16 1.086
22 N 0.42 -6.96 -1.64  C23 1.351, C27 1.351
23 C -0.44 -8.00 -1.67  N22 1.351, C24 1.386, H28 1.086
24 C -1.80 -7.88 -1.44  C23 1.386, C25 1.391, H29 1.084
25 C -2.31 -6.62 -1.16  C24 1.391, C26 1.391, H30 1.086
26 C -1.45 -5.53 -1.12  C25 1.391, C27 1.386, H31 1.084
27 C -0.11 -5.75 -1.36  N22 1.351, C26 1.386, H32 1.086
28 H 0.01 -8.96 -1.89  C23 1.086
29 H -2.45 -8.75 -1.48  C24 1.084
30 H -3.38 -6.49 -0.97  C25 1.086
31 H -1.82 -4.53 -0.90  C26 1.084
32 H 0.61 -4.93 -1.34  C27 1.086
33 N -1.97 2.41 1.84  C34 1.351, C38 1.351
34 C -2.92 3.37 1.88  N33 1.351, C35 1.386, H39 1.086
35 C -3.84 3.58 0.87  C34 1.386, C36 1.391, H40 1.084
36 C -3.79 2.76 -0.26  C35 1.391, C37 1.391, H41 1.086
37 C -2.82 1.76 -0.33  C36 1.391, C38 1.386, H42 1.084
38 C -1.94 1.63 0.74  N33 1.351, C37 1.386, H43 1.086
39 H -2.93 3.98 2.78  C34 1.086
40 H -4.59 4.36 0.95  C35 1.084
41 H -4.49 2.90 -1.07  C36 1.086
42 H -2.75 1.11 -1.19  C37 1.084
43 H -1.17 0.86 0.74  C38 1.086
44 N 3.03 -0.71 2.68  C45 1.351, C49 1.351
45 C 4.32 -0.34 2.71  N44 1.351, C46 1.386, H50 1.086
46 C 4.74 0.98 2.82  C45 1.386, C47 1.391, H51 1.084
47 C 3.77 1.97 2.88  C46 1.391, C48 1.391, H52 1.086
48 C 2.42 1.62 2.84  C47 1.391, C49 1.386, H53 1.084
49 C 2.11 0.27 2.74  N44 1.351, C48 1.386, H54 1.086
50 H 5.04 -1.15 2.65  C45 1.086
51 H 5.80 1.23 2.84  C46 1.084
52 H 4.06 3.02 2.96  C47 1.086
53 H 1.64 2.37 2.89  C48 1.084
54 H 1.07 -0.06 2.72  C49 1.086
55 N 3.79 4.23 6.30  C56 1.351, C60 1.351
56 C 2.92 3.19 6.27  N55 1.351, C57 1.386, H61 1.086
57 C 1.56 3.31 6.50  C56 1.386, C58 1.391, H62 1.084
58 C 1.05 4.57 6.78  C57 1.391, C59 1.391, H63 1.086
59 C 1.91 5.66 6.82  C58 1.391, C60 1.386, H64 1.084
60 C 3.26 5.44 6.58  N55 1.351, C59 1.386, H65 1.086
61 H 3.37 2.22 6.05  C56 1.086
62 H 0.92 2.44 6.46  C57 1.084
63 H -0.01 4.70 6.97  C58 1.086
64 H 1.54 6.66 7.04  C59 1.084
65 H 3.97 6.26 6.60  C60 1.086
66 N -5.27 6.18 2.88  C67 1.351, C71 1.351
67 C -6.24 7.11 2.76  N66 1.351, C68 1.386, H72 1.086
68 C -7.04 7.53 3.81  C67 1.386, C69 1.391, H73 1.084
69 C -6.84 6.96 5.07  C68 1.391, C70 1.391, H74 1.086
70 C -5.84 6.00 5.22  C69 1.391, C71 1.386, H75 1.084
71 C -5.09 5.65 4.11  N66 1.351, C70 1.386, H76 1.086
72 H -6.37 7.52 1.77  C67 1.086
73 H -7.81 8.29 3.66  C68 1.084
74 H -7.44 7.27 5.91  C69 1.086
75 H -5.66 5.54 6.18  C70 1.084
76 H -4.31 4.90 4.18  C71 1.086
77 N 0.78 -1.89 -8.79  C78 1.351, C82 1.351
78 C 1.24 -2.47 -9.93  N77 1.351, C79 1.386, H83 1.086
79 C 0.52 -2.52 -11.11  C78 1.386, C80 1.391, H84 1.084
80 C -0.75 -1.95 -11.14  C79 1.391, C81 1.391, H85 1.086
81 C -1.25 -1.35 -9.99  C80 1.391, C82 1.386, H86 1.084
82 C -0.46 -1.35 -8.85  N77 1.351, C81 1.386, H87 1.086
83 H 2.23 -2.90 -9.86  C78 1.086
84 H 0.94 -2.99 -11.99  C79 1.084
85 H -1.34 -1.97 -12.05  C80 1.086
86 H -2.24 -0.90 -9.97  C81 1.084
87 H -0.81 -0.89 -7.93  C82 1.086